Record 1
Here is a cluster of 13 separate species, C33H90ClO34S12 in total at a distorted geometry from OMol25. Energies are from ωB97M-V/def2-TZVPD.

Results
Max |F|   0.10324 hartree/bohr
Frontier orbital gap   8.76 eV
Calculated total energy   -247826.4675 eV
E_HOMO   -7.4 eV
LUMO level   0.0487 Ha

The geometry in ORCA input format:
```
! wB97M-V def2-TZVPD RIJCOSX def2/J DEFGRID3
* xyz -1 1
Cl 0.74 -0.01 0.36
O 0.13 1.31 0.39
O -0.20 -0.88 1.02
O 0.84 -0.41 -1.06
O 2.04 -0.04 0.98
O -5.57 -0.33 0.57
S -5.21 -0.08 -0.84
O -5.41 -1.08 -1.86
O -6.03 1.33 -1.29
C -5.53 2.08 -2.39
C -6.76 2.57 -3.12
C -3.49 0.63 -0.85
H -4.91 1.47 -3.04
H -4.90 2.92 -2.10
H -7.40 3.19 -2.48
H -7.40 1.71 -3.33
H -6.62 3.04 -4.10
H -2.77 0.09 -0.25
H -3.51 1.70 -0.65
H -3.15 0.66 -1.89
O 2.91 1.28 5.23
S 3.36 2.64 5.16
O 3.49 3.53 6.33
O 4.84 2.63 4.43
C 4.95 1.84 3.20
C 6.19 0.97 3.45
C 2.37 3.55 3.89
H 5.14 2.36 2.25
H 4.07 1.22 3.00
H 5.90 0.15 4.11
H 7.08 1.52 3.77
H 6.56 0.57 2.51
H 2.61 3.15 2.91
H 2.61 4.60 4.03
H 1.40 3.27 4.30
O 6.21 -1.86 -3.40
S 5.03 -1.49 -4.14
O 4.94 -0.21 -4.81
O 4.70 -2.71 -5.25
C 5.08 -4.08 -5.17
C 5.08 -4.61 -6.65
C 3.56 -1.67 -3.09
H 4.42 -4.71 -4.57
H 6.07 -4.18 -4.73
H 5.83 -4.05 -7.22
H 4.11 -4.47 -7.13
H 5.35 -5.67 -6.68
H 3.50 -2.69 -2.70
H 2.62 -1.40 -3.58
H 3.75 -0.95 -2.29
O 1.24 -4.83 -2.48
S 0.91 -4.79 -1.06
O 0.84 -6.02 -0.26
O 1.96 -3.72 -0.33
C 1.89 -3.58 1.09
C 2.68 -4.75 1.74
C -0.74 -3.86 -0.86
H 0.87 -3.42 1.43
H 2.48 -2.72 1.37
H 2.38 -5.79 1.62
H 2.94 -4.53 2.78
H 3.63 -4.73 1.20
H -1.23 -4.22 0.04
H -1.44 -3.87 -1.69
H -0.65 -2.78 -0.76
O -2.64 2.90 -3.95
S -1.29 3.33 -3.93
O -0.28 2.73 -4.75
O -1.22 4.97 -3.89
C 0.04 5.69 -3.90
C -0.16 7.16 -3.70
C -0.61 3.16 -2.16
H 0.54 5.34 -4.80
H 0.65 5.29 -3.09
H -0.45 7.32 -2.66
H -0.81 7.56 -4.48
H 0.83 7.58 -3.86
H 0.44 3.45 -2.26
H -0.70 2.09 -1.95
H -1.16 3.85 -1.52
O -3.21 3.90 5.31
S -2.31 2.95 4.70
O -1.37 2.19 5.53
O -3.20 1.80 3.89
C -2.53 0.90 3.07
C -3.21 -0.48 3.02
C -1.37 3.74 3.25
H -1.49 0.79 3.37
H -2.47 1.33 2.06
H -3.11 -0.83 4.05
H -2.65 -1.12 2.35
H -4.27 -0.34 2.79
H -2.04 3.82 2.39
H -0.49 3.11 3.09
H -1.12 4.77 3.49
O -3.71 -5.87 1.30
S -4.09 -6.04 -0.08
O -3.14 -6.67 -1.02
O -5.54 -6.88 -0.17
C -6.58 -6.43 0.64
C -7.74 -7.42 0.43
C -4.55 -4.38 -0.69
H -6.98 -5.48 0.27
H -6.25 -6.30 1.67
H -8.14 -7.45 -0.59
H -8.56 -7.14 1.09
H -7.51 -8.43 0.76
H -5.30 -4.06 0.03
H -4.92 -4.56 -1.70
H -3.57 -3.91 -0.58
O 0.67 -4.06 4.26
S 1.26 -3.28 5.25
O 0.69 -3.23 6.59
O 2.88 -3.65 5.17
C 3.72 -3.36 6.28
C 3.54 -4.49 7.35
C 1.33 -1.58 4.57
H 3.53 -2.33 6.61
H 4.76 -3.41 5.95
H 2.62 -4.34 7.93
H 4.40 -4.52 8.02
H 3.41 -5.46 6.89
H 1.99 -0.95 5.16
H 0.34 -1.15 4.75
H 1.60 -1.66 3.52
O -5.92 5.56 1.06
S -4.48 5.53 0.70
O -3.85 4.25 0.26
O -4.30 6.66 -0.51
C -2.99 6.86 -1.12
C -2.88 8.39 -1.38
C -3.43 6.30 2.01
H -2.97 6.31 -2.06
H -2.21 6.48 -0.46
H -3.62 8.83 -2.05
H -1.95 8.75 -1.81
H -2.88 8.98 -0.46
H -3.71 5.88 2.98
H -3.69 7.36 2.05
H -2.39 6.07 1.75
C 5.64 -0.93 0.22
S 6.87 -2.07 1.00
O 6.10 -2.66 2.20
C 6.64 -3.45 -0.23
H 5.90 -0.86 -0.83
H 5.60 0.02 0.76
H 4.65 -1.35 0.41
H 5.60 -3.79 -0.15
H 7.32 -4.24 0.08
H 6.92 -3.09 -1.21
C 3.25 1.88 -1.68
S 3.63 3.70 -1.70
O 2.71 4.30 -2.72
C 2.85 3.95 -0.02
H 3.57 1.45 -2.63
H 2.20 1.71 -1.46
H 3.87 1.54 -0.85
H 1.77 3.80 -0.10
H 3.13 4.96 0.27
H 3.28 3.31 0.74
C -3.32 -0.50 -5.14
S -1.78 -0.99 -4.25
O -2.07 -1.33 -2.80
C -1.73 -2.62 -5.10
H -3.10 -0.24 -6.17
H -3.92 0.33 -4.77
H -4.09 -1.27 -5.23
H -1.12 -3.29 -4.49
H -1.34 -2.63 -6.12
H -2.68 -3.15 -5.16
*
```

Record 2
Here is a cluster of 9 separate species, C33H92N10O9 in total at a distorted geometry from OMol25. Energies are from ωB97M-V/def2-TZVPD.

Results
Max |F|   0.03385 hartree/bohr
ΔE to the lowest compared entry with this formula, charge and spin   25.6 kcal per mole
Frontier orbital gap   8.48 eV
Calculated total energy   -69038.0940 eV
E_HOMO   -8.5 eV
LUMO level   0.0002 Ha

The geometry in ORCA input format:
```
! wB97M-V def2-TZVPD RIJCOSX def2/J DEFGRID3
* xyz 0 1
C 5.40 0.98 0.84
C 6.86 1.38 0.87
C 7.28 1.87 -0.53
O 8.42 2.67 -0.56
C 9.61 1.96 -0.30
N 7.04 2.47 1.86
H 4.95 0.80 1.82
H 5.27 0.02 0.34
H 4.86 1.81 0.39
H 7.54 0.56 1.12
H 6.45 2.39 -1.02
H 7.41 0.97 -1.16
H 9.75 1.13 -1.00
H 9.64 1.54 0.71
H 10.44 2.66 -0.38
H 6.24 3.10 1.80
H 7.81 3.04 1.52
C -1.89 -1.91 1.72
C -1.15 -0.76 1.04
C 0.22 -1.29 0.60
O 1.00 -0.25 0.06
C 2.23 -0.67 -0.41
N -1.99 -0.20 -0.01
H -1.81 -2.81 1.09
H -2.95 -1.71 1.89
H -1.42 -2.21 2.66
H -0.93 0.00 1.80
H 0.01 -2.08 -0.13
H 0.71 -1.69 1.50
H 2.15 -1.62 -0.96
H 2.96 -0.84 0.39
H 2.68 0.03 -1.11
H -2.18 -0.87 -0.75
H -1.49 0.58 -0.42
C -0.49 1.45 5.38
C 0.47 0.29 5.60
C 1.42 0.15 4.42
O 2.37 -0.85 4.80
C 3.04 -1.44 3.72
N 1.15 0.54 6.87
H 0.06 2.39 5.25
H -1.25 1.56 6.15
H -1.01 1.30 4.42
H -0.07 -0.65 5.72
H 1.99 1.08 4.31
H 0.94 -0.17 3.49
H 3.67 -2.23 4.13
H 3.65 -0.73 3.14
H 2.34 -1.92 3.02
H 1.49 1.50 6.91
H 1.98 -0.04 6.94
C 5.42 -3.78 -8.07
C 4.61 -2.94 -7.12
C 4.95 -3.29 -5.71
O 4.28 -2.41 -4.83
C 4.70 -2.55 -3.49
N 4.92 -1.51 -7.36
H 5.18 -4.85 -8.04
H 6.49 -3.73 -7.86
H 5.27 -3.50 -9.12
H 3.53 -3.05 -7.27
H 6.03 -3.30 -5.55
H 4.58 -4.31 -5.50
H 3.92 -2.15 -2.85
H 5.63 -2.01 -3.28
H 4.89 -3.61 -3.27
H 4.47 -0.94 -6.65
H 4.50 -1.28 -8.25
C 1.49 -0.82 -5.49
C 0.08 -0.43 -5.84
C -0.35 0.93 -5.33
O -0.58 0.93 -3.94
C 0.48 1.45 -3.15
N -0.08 -0.61 -7.32
H 2.24 -0.10 -5.85
H 1.79 -1.83 -5.77
H 1.65 -0.86 -4.41
H -0.57 -1.21 -5.43
H -1.34 1.13 -5.77
H 0.31 1.73 -5.71
H 0.72 2.49 -3.39
H 1.38 0.84 -3.29
H 0.18 1.40 -2.10
H 0.65 -0.05 -7.75
H -0.94 -0.12 -7.56
C -8.27 -3.28 0.24
C -7.10 -3.68 1.13
C -6.30 -2.48 1.61
O -5.77 -1.62 0.62
C -5.07 -2.30 -0.42
N -7.74 -4.31 2.33
H -8.94 -4.10 0.03
H -7.99 -2.79 -0.70
H -8.79 -2.47 0.76
H -6.49 -4.49 0.72
H -5.52 -2.82 2.31
H -6.94 -1.81 2.20
H -5.75 -2.94 -0.98
H -4.29 -2.96 -0.02
H -4.68 -1.53 -1.08
H -8.15 -3.59 2.92
H -7.01 -4.71 2.91
C -1.58 5.28 4.57
C -0.85 5.77 3.33
C -0.65 4.77 2.20
O -1.79 4.72 1.37
C -1.70 3.68 0.42
N -1.57 6.97 2.85
H -1.90 6.09 5.22
H -0.97 4.59 5.17
H -2.50 4.76 4.27
H 0.14 6.10 3.65
H -0.35 3.75 2.48
H 0.18 5.16 1.58
H -0.84 3.79 -0.26
H -2.57 3.76 -0.24
H -1.72 2.73 0.96
H -2.53 6.70 2.66
H -1.25 7.17 1.90
C -3.71 1.49 3.40
C -4.83 0.85 2.61
C -6.21 1.45 2.84
O -6.83 0.95 4.01
C -6.83 1.87 5.07
N -4.47 1.12 1.21
H -3.82 1.39 4.49
H -3.58 2.53 3.11
H -2.81 0.89 3.21
H -4.93 -0.24 2.70
H -6.87 1.24 1.99
H -6.08 2.54 2.83
H -7.27 1.39 5.95
H -7.43 2.76 4.85
H -5.83 2.23 5.35
H -3.57 0.66 1.04
H -5.11 0.63 0.59
C -1.21 -3.03 -2.36
O -2.26 -2.44 -2.31
N -1.14 -4.41 -2.35
N 0.00 -2.42 -2.53
H -1.89 -5.01 -2.07
H -0.26 -4.88 -2.44
H 0.05 -1.42 -2.48
H 0.82 -2.99 -2.66
*
```

Record 3
Here is a cluster of 11 separate species, C33H95N7O11 in total at a distorted geometry from OMol25. Energies are from ωB97M-V/def2-TZVPD.

Results
Max |F|   0.05461 hartree/bohr
ΔE to the lowest compared entry with this formula, charge and spin   25.2 kcal per mole
Frontier orbital gap   9.29 eV
Calculated total energy   -68709.0956 eV
E_HOMO   -8.8 eV
LUMO level   0.0183 Ha

The geometry in ORCA input format:
```
! wB97M-V def2-TZVPD RIJCOSX def2/J DEFGRID3
* xyz 0 1
C -0.30 0.96 -5.12
C 1.14 1.23 -5.55
C 1.12 2.50 -6.27
O 0.22 2.44 -7.34
C 0.40 3.59 -8.13
N 2.00 1.31 -4.34
H -0.68 1.83 -4.54
H -0.37 0.11 -4.45
H -1.08 0.83 -5.88
H 1.48 0.40 -6.16
H 2.14 2.71 -6.63
H 0.89 3.31 -5.53
H -0.39 3.43 -8.82
H 1.40 3.60 -8.54
H 0.30 4.48 -7.51
H 1.67 2.07 -3.77
H 1.87 0.40 -3.89
C 0.48 -6.58 -0.89
C 0.11 -5.56 0.18
C -1.32 -5.13 -0.04
O -1.51 -4.49 -1.31
C -2.87 -4.36 -1.72
N 0.20 -6.18 1.49
H 0.33 -6.10 -1.84
H -0.19 -7.44 -0.79
H 1.52 -6.90 -0.75
H 0.75 -4.68 0.16
H -1.70 -4.48 0.74
H -1.86 -6.08 -0.01
H -2.80 -4.03 -2.76
H -3.40 -3.60 -1.09
H -3.40 -5.31 -1.61
H -0.15 -5.63 2.27
H -0.19 -7.09 1.45
C -1.12 3.10 0.06
C -0.56 3.11 -1.37
C -0.71 4.42 -2.09
O -2.05 4.84 -2.12
C -2.79 4.16 -3.12
N 0.85 2.73 -1.54
H -2.11 2.66 0.17
H -1.12 4.12 0.48
H -0.52 2.48 0.75
H -1.18 2.37 -1.87
H -0.39 4.26 -3.13
H -0.15 5.19 -1.56
H -3.82 4.47 -2.99
H -2.62 3.10 -3.11
H -2.41 4.49 -4.07
H 1.05 1.92 -0.96
H 1.39 3.51 -1.19
C 5.14 1.17 0.69
C 4.86 0.98 -0.81
C 5.11 -0.48 -1.15
O 6.45 -0.89 -0.90
C 6.57 -2.12 -1.49
N 3.45 1.27 -1.12
H 6.17 0.87 0.92
H 4.40 0.62 1.31
H 5.06 2.21 1.03
H 5.58 1.61 -1.33
H 4.86 -0.66 -2.19
H 4.41 -1.10 -0.54
H 6.57 -2.11 -2.58
H 5.78 -2.82 -1.22
H 7.48 -2.51 -1.05
H 3.26 1.21 -2.12
H 3.25 2.24 -0.86
C -5.78 3.42 1.91
C -5.16 2.23 1.17
C -4.25 1.47 2.11
O -3.26 2.26 2.58
C -2.30 1.46 3.18
N -6.15 1.38 0.48
H -6.24 4.15 1.25
H -4.96 3.97 2.39
H -6.44 3.10 2.75
H -4.53 2.64 0.35
H -3.85 0.67 1.48
H -4.81 0.95 2.91
H -1.95 0.75 2.41
H -2.83 0.92 4.00
H -1.50 2.15 3.47
H -6.99 1.40 1.06
H -6.42 1.69 -0.45
C -2.40 -2.46 2.81
C -1.44 -2.37 4.03
C -2.16 -2.40 5.33
O -2.86 -3.66 5.41
C -3.67 -3.71 6.55
N -0.38 -3.38 3.84
H -1.98 -2.32 1.80
H -3.14 -1.65 2.97
H -2.92 -3.40 2.90
H -0.96 -1.39 3.94
H -2.86 -1.54 5.32
H -1.46 -2.25 6.18
H -3.95 -4.78 6.57
H -4.53 -3.05 6.40
H -3.16 -3.46 7.48
H -0.83 -4.23 4.17
H 0.22 -3.23 4.65
C 1.08 4.89 3.13
C 2.46 4.19 3.18
C 2.19 2.77 2.77
O 1.28 2.21 3.72
C 1.06 0.88 3.42
N 3.44 4.83 2.30
H 0.61 4.65 2.16
H 1.11 5.97 3.24
H 0.40 4.47 3.86
H 2.91 4.11 4.17
H 3.12 2.16 2.84
H 1.80 2.72 1.74
H 0.45 0.77 2.53
H 0.46 0.63 4.31
H 1.94 0.25 3.39
H 3.82 5.67 2.67
H 4.21 4.16 2.17
C -3.45 0.37 -1.62
O -2.35 -0.13 -2.39
H -4.38 0.30 -2.20
H -3.44 -0.21 -0.69
H -3.39 1.41 -1.30
H -2.33 0.23 -3.28
C 4.20 -3.04 2.00
O 5.04 -4.19 1.97
H 3.61 -2.99 2.93
H 4.90 -2.18 1.97
H 3.54 -2.98 1.15
H 4.44 -4.96 2.05
C 1.34 -2.54 -2.99
O 2.15 -1.47 -2.58
H 1.54 -3.45 -2.39
H 0.30 -2.33 -2.79
H 1.65 -2.76 -4.00
H 1.76 -1.04 -1.80
C 0.92 -1.62 0.83
C -0.21 -1.09 -0.05
O 0.22 -0.20 -1.04
H 1.50 -0.77 1.15
H 1.63 -2.15 0.19
H 0.51 -2.18 1.67
H -0.95 -0.56 0.58
H -0.71 -1.96 -0.54
H -0.45 -0.16 -1.74
*
```